No. 1
Below is 2 unconnected molecules or ions with the total composition C4H13NS at a distorted geometry, with properties calculated with ωB97M-V/def2-TZVPD.

Geometry as XYZ:
```
19
Properties=species:S:1:pos:R:3:forces:R:3:lowdin_charge:R:1
C -1.54918 0.23350 -0.51354 -0.8 -1.3 -2.5 -0.12
C -3.03052 0.43444 -1.02880 0.8 1.3 0.9 -0.28
N -4.01532 1.16355 -0.08230 2.1 -0.6 -1.8 -0.02
H -1.53003 -0.46457 0.29516 0.2 0.1 1.1 0.04
H -1.01463 -0.38679 -1.33091 -0.8 1.1 0.9 0.09
H -0.96850 1.14180 -0.44126 -0.1 0.2 0.6 0.06
H -2.89918 1.11771 -1.88440 -0.4 -0.5 0.0 0.09
H -3.35329 -0.55946 -1.37860 -0.4 0.5 0.3 0.09
H -4.93282 0.82390 -0.22727 -0.9 -0.4 0.1 0.03
H -3.77743 1.18905 0.88826 0.3 -0.4 0.3 0.04
C 3.33137 0.08849 1.86835 -0.6 -1.7 2.2 -0.46
S 3.74902 0.08630 0.12332 0.8 1.3 0.8 0.74
C 2.68525 -1.02964 -0.67179 0.8 -3.9 -0.5 -0.51
H 2.58907 0.80017 2.17799 -0.8 0.4 -0.5 0.01
H 4.16924 0.44017 2.49286 0.3 -0.5 -0.7 0.03
H 2.96244 -0.91022 2.37422 1.0 1.6 -1.4 0.08
H 1.62691 -1.07267 -0.48760 -0.5 0.9 -0.1 0.01
H 2.96716 -0.97022 -1.73828 -0.6 0.3 0.4 0.03
H 2.99045 -2.12551 -0.43541 -0.3 1.6 -0.1 0.06
```
Positions in Å, forces in eV/Å.

Calculated values
Calculated total energy, Ha: -613.07935
Structure (SMILES): CCN.CSC
Total charge: 0
ΔE to the lowest compared entry with this formula, charge and spin, kcal per mole: 31.2
LUMO energy, Ha: 0.0333
Strongest force on any atom, Eh/bohr: 0.077

---

No. 2
Below is 3 unconnected molecules or ions with the total composition C3H8N2O, with properties calculated with ωB97M-V/def2-TZVPD.

Geometry as XYZ:
```
14
Properties=species:S:1:pos:R:3:forces:R:3:lowdin_charge:R:1
C 0.63391 0.39836 -0.36837 0.4 -0.3 0.1 -0.28
C 1.59819 0.29273 0.78982 -0.1 0.0 0.0 -0.09
N -0.68905 -1.21172 0.29817 0.2 0.2 0.0 -0.14
C -0.46959 1.16062 -0.37269 -0.8 0.5 0.0 -0.25
N -1.89429 -1.45785 -0.38599 -0.1 0.0 0.0 -0.11
O -1.45101 1.75127 -0.38020 0.5 -0.3 0.0 0.23
H -0.95625 -0.99438 1.25961 0.0 0.0 -0.1 0.03
H -2.52440 -0.66151 -0.49162 0.1 -0.1 0.0 0.05
H -1.69827 -1.86064 -1.29239 0.0 0.0 0.0 0.06
H 0.80747 -0.13755 -1.29041 -0.1 0.0 0.0 0.13
H 1.14923 1.93389 -0.96850 -0.1 -0.2 0.1 0.14
H 2.59209 0.59822 0.46692 -0.1 0.0 0.0 0.07
H 1.60840 -0.74496 1.11992 0.0 0.0 0.0 0.07
H 1.29358 0.93354 1.61576 0.0 0.0 0.0 0.09
```
Positions in Å, forces in eV/Å.

Calculated values
Calculated total energy, Ha: -303.61059
Total charge: 0
ΔE to the lowest compared entry with this formula, charge and spin, kcal per mole: 176.7
LUMO energy (spin up / spin down), Ha: 0.0023 / 0.0034
Strongest force on any atom, Eh/bohr: 0.018

---

No. 3
Below is 2 unconnected molecules or ions with the total composition CH3N2OP at a distorted geometry, with properties calculated with ωB97M-V/def2-TZVPD.

Geometry as XYZ:
```
8
Properties=species:S:1:pos:R:3:forces:R:3:lowdin_charge:R:1
N 3.06290 1.24621 0.24743 -0.2 0.3 0.2 -0.30
P 2.25176 0.06321 -0.11413 0.1 0.4 0.1 0.61
O 1.84207 -1.20215 -0.68414 -0.4 -0.8 -0.3 -0.38
C -1.59825 -0.17958 -0.24843 -0.2 -2.1 -1.8 -0.15
N -0.68933 0.16627 0.50743 1.6 1.9 3.9 -0.04
H -1.21535 -0.96488 -1.00768 -1.4 1.5 0.5 0.10
H -2.62424 0.15046 -0.08267 -0.2 -0.4 -0.5 0.07
H -1.02957 0.72046 1.38219 0.7 -0.7 -2.1 0.10
```
Positions in Å, forces in eV/Å.

Calculated values
Calculated total energy, Ha: -565.89160
Structure (SMILES): N#P=O.C=N
Total charge: 0
ΔE to the lowest compared entry with this formula, charge and spin, kcal per mole: 82.0
LUMO energy, Ha: -0.0483
Strongest force on any atom, Eh/bohr: 0.090